Record 1
The following is a DFT calculation (the ωB97M-V functional and the def2-TZVPD basis) of a molecular structure, C35H29F4N3O4ReSSb in a non-equilibrium geometry.

Values from the calculation:
**2S+1**: 2
**HOMO-LUMO gap (spin up / spin down)**: 4.600 / 5.028 eV
**Charge**: +1
**ΔE to the lowest compared entry with this formula, charge and spin**: 0.627 eV
**LUMO level (spin up / spin down)**: -5.32 / -4.89 eV
**⟨S²⟩**: 0.789
**Total energy**: -79790.1897 eV
**HOMO level (spin up / spin down)**: -9.92 / -9.92 eV
**Molecular weight**: 971.660 g/mol

Last column: Mulliken charge in e.
Geometry (Å):
1 Re 0.11 -0.02 -0.13  -0.32
2 C -2.28 -2.17 -0.14  -1.43
3 N -2.01 -0.85 0.48  0.11
4 C -2.03 -1.01 1.95  -1.10
5 C -3.04 0.13 0.04  -0.70
6 C -2.52 0.91 -1.17  -1.09
7 N -1.19 1.35 -0.76  0.66
8 C -1.01 2.65 -0.31  -0.01
9 C -0.28 2.82 0.86  0.84
10 F 0.12 1.65 1.46  -0.35
11 C 0.01 4.04 1.41  0.01
12 F 0.70 4.11 2.55  -0.29
13 C -0.43 5.19 0.78  -0.49
14 C -1.14 5.06 -0.40  0.23
15 F -1.53 6.15 -1.05  -0.30
16 C -1.44 3.82 -0.94  0.20
17 F -2.09 3.74 -2.10  -0.32
18 H -3.24 -2.55 0.19  0.43
19 H -1.50 -2.88 0.14  0.38
20 H -2.29 -2.08 -1.23  0.49
21 H -2.99 -1.42 2.28  0.45
22 H -1.89 -0.04 2.43  0.39
23 H -1.23 -1.68 2.26  0.29
24 H -3.22 0.83 0.85  0.48
25 H -3.98 -0.38 -0.20  0.43
26 H -3.18 1.74 -1.40  0.64
27 H -2.44 0.26 -2.04  0.24
28 H -0.22 6.17 1.19  0.56
29 O 1.20 -5.94 -3.61  -0.67
30 C 0.66 -4.99 -4.17  0.48
31 O 0.16 -4.73 -5.27  -0.69
32 C 0.56 -3.70 -3.17  0.13
33 C 0.01 -2.51 -3.63  -1.23
34 C -0.10 -1.44 -2.77  -0.50
35 N 0.30 -1.53 -1.49  1.46
36 C 0.89 -2.67 -1.06  0.22
37 C 1.04 -3.77 -1.87  -0.70
38 C 1.40 -2.59 0.37  0.53
39 O 1.96 -3.51 0.89  -0.63
40 O 1.19 -1.40 0.90  -0.66
41 H -0.33 -2.44 -4.66  0.55
42 H -0.50 -0.48 -3.09  0.54
43 H 1.53 -4.66 -1.49  0.66
44 S 1.72 1.28 -1.34  -0.17
45 Sb 4.07 1.55 -1.25  1.91
46 C 3.97 3.58 -1.91  0.58
47 C 3.19 3.80 -3.04  -0.51
48 C 2.99 5.09 -3.49  -0.78
49 C 3.57 6.16 -2.82  -0.55
50 C 4.36 5.93 -1.70  -0.67
51 C 4.56 4.64 -1.24  -0.43
52 C 5.17 1.04 0.51  0.68
53 C 5.85 1.98 1.27  -0.33
54 C 6.53 1.55 2.40  -0.66
55 C 6.51 0.21 2.76  -0.53
56 C 5.83 -0.72 1.98  -0.72
57 C 5.16 -0.31 0.85  -0.66
58 C 4.71 0.31 -2.86  0.47
59 C 5.98 0.47 -3.39  -0.75
60 C 6.38 -0.35 -4.44  -0.63
61 C 5.51 -1.31 -4.94  -0.59
62 C 4.24 -1.46 -4.41  -0.54
63 C 3.83 -0.65 -3.36  0.05
64 H 2.73 2.97 -3.57  0.47
65 H 2.38 5.26 -4.37  0.43
66 H 3.42 7.17 -3.18  0.43
67 H 4.82 6.76 -1.18  0.43
68 H 5.18 4.48 -0.37  0.34
69 H 5.87 3.02 1.00  0.34
70 H 7.07 2.27 3.00  0.42
71 H 7.04 -0.11 3.65  0.40
72 H 5.82 -1.77 2.26  0.44
73 H 4.63 -1.04 0.23  0.45
74 H 6.67 1.21 -3.00  0.43
75 H 7.37 -0.24 -4.87  0.40
76 H 5.83 -1.95 -5.76  0.42
77 H 3.56 -2.21 -4.80  0.53
78 H 2.84 -0.75 -2.94  -0.01

=====

Record 2
The following is a DFT calculation (the ωB97M-V functional and the def2-TZVPD basis) of a molecular structure, C35H29HfN4O2P2S3 in a non-equilibrium geometry.

Values from the calculation:
**2S+1**: 1
**HOMO-LUMO gap**: 6.813 eV
**Charge**: +1
**ΔE to the lowest compared entry with this formula, charge and spin**: 0.000 eV
**LUMO level**: -3.63 eV
**Total energy**: -99205.6188 eV
**HOMO level**: -10.44 eV
**Molecular weight**: 874.282 g/mol

Last column: Mulliken charge in e.
Geometry (Å):
1 Hf -1.04 -0.02 -0.15  0.80
2 S -1.15 0.03 2.40  -0.47
3 P 0.90 0.24 2.17  0.66
4 C 0.96 0.33 0.39  -0.21
5 P 1.85 -0.16 -1.03  1.54
6 S 0.36 -1.33 -1.83  -0.62
7 C 3.40 -1.17 -0.99  0.53
8 C 4.68 -0.54 -0.83  -0.41
9 C 5.83 -1.26 -0.56  -0.92
10 C 5.80 -2.62 -0.70  -0.41
11 C 4.61 -3.25 -1.01  -0.58
12 C 3.43 -2.54 -1.18  -0.60
13 C 2.31 1.21 -2.06  0.44
14 C 3.26 1.18 -3.08  -0.21
15 C 3.37 2.26 -3.90  -0.52
16 C 2.73 3.45 -3.68  -0.71
17 C 1.69 3.47 -2.79  -0.39
18 C 1.50 2.40 -1.88  -0.65
19 C 1.22 1.63 3.20  0.62
20 C 1.57 1.35 4.53  -0.60
21 C 1.81 2.44 5.38  -0.64
22 C 1.54 3.76 5.02  -0.63
23 C 0.86 3.97 3.80  -0.68
24 C 0.82 2.95 2.87  -0.51
25 C 1.90 -1.24 2.80  0.45
26 C 3.28 -0.93 3.11  0.03
27 C 4.06 -1.95 3.56  -0.71
28 C 3.54 -3.18 3.84  -0.33
29 C 2.19 -3.40 3.79  -0.88
30 C 1.36 -2.46 3.05  -0.13
31 H 4.71 0.50 -1.04  0.55
32 H 6.81 -0.84 -0.39  0.47
33 H 6.71 -3.24 -0.72  0.36
34 H 4.56 -4.34 -0.98  0.37
35 H 2.54 -3.09 -1.48  0.34
36 H 3.84 0.24 -3.31  0.31
37 H 4.06 2.13 -4.77  0.34
38 H 3.03 4.29 -4.27  0.43
39 H 0.89 4.26 -2.73  0.35
40 H 0.90 2.52 -0.97  0.39
41 H 1.63 0.32 4.82  0.54
42 H 2.31 2.18 6.30  0.36
43 H 1.86 4.55 5.61  0.51
44 H 0.46 4.96 3.62  0.38
45 H 0.31 3.15 1.98  0.36
46 H 3.70 0.11 2.92  0.33
47 H 5.11 -1.75 3.51  0.41
48 H 4.21 -4.01 4.19  0.35
49 H 1.80 -4.37 4.10  0.38
50 H 0.37 -2.82 2.63  0.33
51 N -8.45 -3.01 -2.71  -0.46
52 C -7.25 -2.37 -2.49  1.00
53 C -5.99 -2.96 -2.66  -0.72
54 C -4.93 -2.56 -1.93  -0.28
55 C -5.02 -1.44 -1.14  0.28
56 C -6.28 -0.93 -0.80  -0.61
57 C -7.33 -1.24 -1.62  -0.86
58 S -3.75 -1.17 0.10  1.18
59 O -4.19 -1.60 1.37  -0.61
60 O -2.46 -1.78 -0.46  -0.88
61 N -3.39 0.40 0.30  -0.49
62 C -3.27 1.29 -0.78  0.49
63 N -4.31 2.09 -1.03  -0.48
64 C -4.03 3.13 -1.88  -0.15
65 C -2.91 3.20 -2.61  -0.83
66 C -1.92 2.28 -2.41  -0.10
67 N -2.02 1.36 -1.39  0.06
68 H -8.52 -3.79 -3.30  0.20
69 H -9.30 -2.46 -2.58  0.21
70 H -5.83 -3.70 -3.40  0.39
71 H -4.00 -3.21 -1.86  0.29
72 H -6.24 -0.10 -0.07  0.38
73 H -8.22 -0.70 -1.49  0.33
74 H -4.82 3.93 -1.90  0.40
75 H -2.98 3.90 -3.52  0.29
76 H -1.08 2.11 -3.02  0.82

=====

Record 3
The following is a DFT calculation (the ωB97M-V functional and the def2-TZVPD basis) of a molecular structure, C35H29IrN7O2.

Values from the calculation:
**2S+1**: 5
**HOMO-LUMO gap (spin up / spin down)**: 6.620 / 6.625 eV
**Charge**: +1
**LUMO level (spin up / spin down)**: -2.86 / -3.80 eV
**⟨S²⟩**: 6.040
**Total energy**: -54118.3068 eV
**HOMO level (spin up / spin down)**: -9.48 / -10.43 eV
**Molecular weight**: 771.881 g/mol

Last column: Mulliken charge in e.
Geometry (Å):
1 Ir 0.56 -0.11 0.91  1.00
2 C 4.58 -5.28 2.41  -1.55
3 C 4.07 -3.97 1.90  0.43
4 C 4.21 -3.62 0.55  -0.95
5 C 3.69 -2.45 0.06  0.09
6 C 3.03 -1.53 0.89  0.16
7 N 2.43 -0.37 0.38  -0.53
8 C 3.14 0.36 -0.59  -0.15
9 C 4.54 0.43 -0.58  -0.11
10 C 5.23 1.11 -1.55  -1.04
11 C 4.58 1.79 -2.58  0.45
12 C 5.34 2.55 -3.62  -1.55
13 C 3.19 1.77 -2.58  -0.26
14 C 2.48 1.06 -1.61  0.05
15 N 1.06 1.10 -1.64  1.01
16 C 0.28 0.91 -2.73  0.17
17 C -1.05 0.97 -2.71  -1.21
18 C -0.70 2.10 -0.56  -0.58
19 N 0.49 1.59 -0.47  -0.84
20 C 2.91 -1.87 2.24  0.11
21 C 3.41 -3.08 2.73  -0.54
22 N 2.30 -0.99 3.19  0.48
23 C 2.64 -0.82 4.48  -0.09
24 C 1.73 0.04 5.04  -1.15
25 C 0.85 0.36 4.01  -0.08
26 N 1.19 -0.27 2.90  -0.60
27 H 5.55 -5.53 1.98  0.39
28 H 3.89 -6.09 2.15  0.31
29 H 4.68 -5.27 3.50  0.38
30 H 4.71 -4.31 -0.12  0.42
31 H 3.78 -2.21 -0.99  0.58
32 H 5.07 -0.08 0.21  0.56
33 H 6.31 1.13 -1.51  0.42
34 H 6.27 2.04 -3.88  0.39
35 H 5.61 3.54 -3.25  0.30
36 H 4.76 2.69 -4.53  0.38
37 H 2.64 2.32 -3.33  0.58
38 H 0.79 0.70 -3.66  0.57
39 H -1.77 0.93 -3.51  0.73
40 H -1.26 2.50 0.27  0.40
41 H 3.25 -3.33 3.77  0.53
42 H 3.51 -1.30 4.88  0.51
43 H 1.72 0.40 6.06  0.42
44 H 0.00 1.02 4.01  0.50
45 O -1.74 -2.23 1.64  -0.61
46 C -2.16 -1.42 0.85  -0.14
47 N -3.45 -1.09 0.57  -0.06
48 C -3.58 0.07 -0.30  4.24
49 C -2.13 0.11 -0.74  -0.93
50 O -1.67 1.25 -1.43  0.05
51 N -1.31 -0.57 0.05  -0.60
52 C -4.58 -0.19 -1.41  -0.06
53 C -4.19 -0.89 -2.55  -0.44
54 C -5.11 -1.20 -3.53  -1.10
55 C -6.44 -0.82 -3.39  -0.46
56 C -6.84 -0.13 -2.26  -0.95
57 C -5.92 0.18 -1.27  -0.29
58 C -3.82 1.37 0.48  -0.94
59 C -4.09 2.55 -0.21  0.09
60 C -4.17 3.76 0.46  -1.01
61 C -3.98 3.81 1.83  -0.51
62 C -3.71 2.64 2.53  -0.90
63 C -3.63 1.42 1.86  -0.33
64 H -4.22 -1.53 1.05  0.25
65 H -3.16 -1.22 -2.65  0.56
66 H -4.80 -1.75 -4.41  0.41
67 H -7.16 -1.06 -4.16  0.42
68 H -7.87 0.16 -2.13  0.42
69 H -6.24 0.73 -0.39  0.47
70 H -4.25 2.52 -1.28  0.51
71 H -4.38 4.67 -0.09  0.42
72 H -4.04 4.75 2.36  0.44
73 H -3.58 2.67 3.60  0.46
74 H -3.42 0.52 2.41  0.49